1.
Below is a molecular structure, C41H35Cl2N4O3P2S3Ti at a distorted geometry, with properties calculated with ωB97M-V/def2-TZVPD.

Each line ends with the Löwdin charge.
Element x y z (Å)
1 Ti 0.221685 0.463090 0.273829  0.886
2 Cl 4.974778 1.573390 5.450374  0.540
3 C 3.443691 1.144305 4.574754  -0.605
4 C 3.506598 0.998506 3.169326  -0.042
5 C 2.384263 0.638657 2.451990  -0.206
6 N 2.200040 0.644890 1.051207  0.024
7 C 3.214587 0.200644 0.341629  -0.529
8 O 4.358547 -0.130185 0.644768  0.019
9 C 2.847741 0.053462 -1.131545  -0.183
10 C 3.839805 -0.095132 -2.083962  -0.003
11 C 3.438588 -0.370458 -3.351136  -0.069
12 C 2.083113 -0.434962 -3.666730  -0.041
13 C 1.138344 -0.201234 -2.672902  -0.131
14 N 1.552060 0.006585 -1.433255  0.015
15 C 1.172234 0.431853 3.115201  -0.223
16 C 1.099917 0.643561 4.448118  -0.079
17 C 2.218496 0.922302 5.208954  -0.712
18 Cl 1.985743 1.025286 6.903646  0.655
19 N 0.132576 0.098438 2.216424  -0.036
20 C -1.232972 0.007860 2.357396  -0.448
21 O -1.888240 0.549776 1.335751  -0.204
22 C -1.876201 -0.702401 3.412842  -0.255
23 C -3.264804 -0.668119 3.612713  -0.053
24 C -3.829166 -1.422569 4.604328  -0.116
25 C -2.980514 -2.102245 5.495143  -0.116
26 C -1.615650 -2.067860 5.221563  -0.174
27 N -1.016581 -1.388178 4.237204  0.077
28 H 4.421642 1.271977 2.639308  0.109
29 H 4.905868 -0.069902 -1.816719  0.130
30 H 4.199848 -0.501248 -4.128902  0.113
31 H 1.908934 -0.682842 -4.701969  0.103
32 H 0.076443 -0.254423 -2.779725  0.053
33 H 0.076718 0.606517 4.871318  0.117
34 H -3.880667 -0.018418 2.977224  0.112
35 H -4.899354 -1.412890 4.713623  0.085
36 H -3.289354 -2.688650 6.353054  0.076
37 H -0.974050 -2.645753 5.860147  0.089
38 C -2.531566 -2.082056 0.266961  -0.231
39 P -1.216133 -1.440837 -0.808617  0.922
40 C -2.180829 -0.842948 -2.199208  -0.267
41 C -0.434099 -3.050505 -1.479876  -0.331
42 C -0.909397 -3.712970 -2.612288  -0.089
43 C -0.478077 -5.008275 -3.052319  -0.078
44 C 0.501987 -5.612881 -2.286671  -0.099
45 C 1.092098 -4.878141 -1.262559  -0.106
46 C 0.633665 -3.648574 -0.799966  -0.378
47 P 1.520539 -2.735437 0.520385  0.951
48 C 3.166075 -3.506988 0.542599  -0.278
49 C 0.831532 -3.268905 2.135078  -0.246
50 H -3.214040 -2.818284 -0.153453  0.056
51 H -3.083869 -1.218613 0.596008  0.032
52 H -2.038628 -2.488353 1.133043  0.029
53 H -3.070805 -1.459850 -2.439067  0.062
54 H -1.590462 -0.747523 -3.104335  0.025
55 H -2.516421 0.164185 -1.846616  0.052
56 H -1.723274 -3.246393 -3.183997  0.089
57 H -1.002210 -5.564080 -3.857315  0.106
58 H 0.875934 -6.596563 -2.536717  0.098
59 H 1.884393 -5.372347 -0.761971  0.081
60 H 3.393194 -4.302850 1.305827  0.061
61 H 3.897241 -2.703664 0.738350  0.029
62 H 3.383049 -3.884714 -0.431815  0.013
63 H -0.157640 -3.696842 1.917409  0.038
64 H 0.666274 -2.455137 2.822745  -0.002
65 H 1.459010 -3.998511 2.641829  0.033
66 O -0.354561 2.017277 -0.669710  -0.297
67 C -0.736142 3.030138 -1.482074  -0.618
68 C -0.466695 4.359050 -0.787008  -0.533
69 C -0.476776 5.603009 -1.348188  -0.159
70 C -0.074819 6.611070 -0.431962  -0.186
71 C 0.165664 6.094290 0.799810  -0.387
72 S -0.078881 4.373935 0.833450  1.119
73 C -0.067718 2.943732 -2.866292  -0.463
74 C -0.348584 2.184972 -3.987539  -0.171
75 C 0.669276 2.161646 -4.974760  -0.189
76 C 1.735482 2.916517 -4.555149  -0.422
77 S 1.501669 3.573500 -3.011296  1.099
78 C -2.235230 2.983967 -1.699295  -0.425
79 C -3.183037 2.595415 -0.794353  -0.094
80 C -4.516460 2.908283 -1.224839  -0.190
81 C -4.542255 3.600584 -2.358998  -0.437
82 S -2.968277 3.893554 -3.013560  1.037
83 H -0.605171 5.736242 -2.410632  0.097
84 H 0.000868 7.664299 -0.682719  0.097
85 H 0.508852 6.607622 1.663218  0.048
86 H -1.287422 1.658943 -4.067614  0.098
87 H 0.620945 1.643802 -5.922877  0.100
88 H 2.687796 3.053205 -5.036612  0.059
89 H -2.972472 2.040613 0.092596  0.088
90 H -5.398589 2.619971 -0.639244  0.109
91 H -5.389667 3.878783 -3.002826  0.064

Forces on atoms 1 to 6 (eV/Å):
Ti 0.022 0.274 -0.095
Cl -1.430 -0.370 -0.591
C 0.354 -0.314 -0.244
C 0.701 0.565 0.392
C -0.391 0.559 -0.108
N 0.466 -0.122 0.765

Computed properties:
Total charge: -1
LUMO level (spin up / spin down): 2.113 / 2.113 eV
Multiplicity: 3
Energy above the lowest of the compared OMol25 structures with the same formula, charge and spin: 44.5 kJ/mol
⟨S²⟩: 2.021



2.
Below is a molecular structure, C41H35ClOPPbSi at a distorted geometry, with properties calculated with ωB97M-V/def2-TZVPD.

Each line ends with the Löwdin charge.
Element x y z (Å)
1 C 2.685470 0.480782 -2.196398  -0.059
2 C 1.843334 -0.520010 -2.767610  -0.061
3 C 0.877897 0.129518 -3.583845  -0.133
4 H 1.938910 -1.592223 -2.613474  0.096
5 C 1.128776 1.531737 -3.534065  -0.168
6 C 2.245852 1.749957 -2.664782  -0.162
7 H 2.696603 2.717053 -2.432707  0.104
8 H 3.532203 0.316090 -1.532331  0.105
9 H 0.099755 -0.360141 -4.171141  0.090
10 H 0.593612 2.301211 -4.092337  0.109
11 Pb -0.482647 2.176151 -0.912556  1.117
12 Cl -2.661662 1.221477 -0.028747  -0.189
13 P -1.900147 -2.623174 -1.391767  1.262
14 C -2.777731 -2.302451 -2.938263  -0.359
15 C -2.933297 -3.261771 -3.953920  -0.080
16 H -2.597207 -4.286474 -3.793718  0.111
17 C -3.509553 -2.893114 -5.170871  -0.057
18 H -3.611758 -3.634939 -5.963469  0.116
19 C -3.943863 -1.581399 -5.382862  -0.047
20 H -4.376518 -1.294117 -6.343358  0.118
21 C -3.824079 -0.634654 -4.358417  -0.058
22 H -4.169681 0.388041 -4.515227  0.117
23 C -3.258911 -0.986332 -3.137809  -0.085
24 H -3.162844 -0.251635 -2.332710  0.047
25 C -0.911292 -4.119330 -1.582691  -0.350
26 C 0.007775 -4.192763 -2.655522  -0.097
27 H -0.039455 -3.462321 -3.464458  0.107
28 C 1.003150 -5.166827 -2.651366  -0.057
29 H 1.729163 -5.194055 -3.463811  0.117
30 C 1.084419 -6.094091 -1.606441  -0.038
31 H 1.877941 -6.841496 -1.598371  0.120
32 C 0.133576 -6.064628 -0.581119  -0.052
33 H 0.184498 -6.797052 0.225887  0.119
34 C -0.867184 -5.096673 -0.566517  -0.059
35 H -1.599312 -5.067568 0.241108  0.112
36 C -3.146482 -2.843189 -0.097850  -0.370
37 C -4.389878 -3.460766 -0.320027  -0.067
38 H -4.618050 -3.895559 -1.295135  0.114
39 C -5.333015 -3.494927 0.709609  -0.059
40 H -6.304111 -3.964162 0.538612  0.116
41 C -5.047877 -2.926330 1.955479  -0.047
42 H -5.789495 -2.951683 2.753978  0.117
43 C -3.805112 -2.324080 2.180642  -0.058
44 H -3.571608 -1.878935 3.148921  0.118
45 C -2.858386 -2.273396 1.164117  -0.105
46 H -1.905780 -1.761241 1.313369  0.103
47 O 0.556581 1.357865 0.857870  -0.547
48 Si 1.435727 2.240193 1.897754  0.413
49 C 1.551343 4.022987 1.274092  -0.233
50 C 2.749954 4.731196 1.166101  -0.081
51 C 2.817299 5.867432 0.340952  -0.064
52 C 1.665330 6.343783 -0.289322  -0.083
53 C 0.428751 5.754310 -0.001808  -0.099
54 C 0.367038 4.620312 0.811413  -0.194
55 C 0.646263 2.364061 3.595588  -0.230
56 C 1.407306 2.653231 4.734941  -0.097
57 C 0.770303 2.972336 5.942234  -0.079
58 C -0.625304 3.024053 6.009915  -0.087
59 C -1.383361 2.684811 4.886142  -0.086
60 C -0.754260 2.317679 3.691171  -0.093
61 C 3.159407 1.546907 2.008051  -0.229
62 C 4.076269 1.803144 0.979852  -0.118
63 C 5.363908 1.254111 1.033518  -0.085
64 C 5.734686 0.443695 2.111214  -0.086
65 C 4.814668 0.172535 3.127128  -0.077
66 C 3.525471 0.720796 3.076837  -0.091
67 H 3.635807 4.419695 1.728687  0.113
68 H 3.769758 6.375963 0.196762  0.108
69 H 1.721157 7.179411 -0.993029  0.108
70 H -0.498242 6.179346 -0.403084  0.111
71 H -0.619947 4.232657 1.107329  0.095
72 H 2.498799 2.630474 4.695944  0.099
73 H 1.370241 3.187292 6.825836  0.104
74 H -1.118530 3.320704 6.936857  0.104
75 H -2.472619 2.704810 4.935150  0.102
76 H -1.353641 1.999863 2.831598  0.080
77 H 3.794117 2.434522 0.131297  0.093
78 H 6.065449 1.463853 0.225498  0.103
79 H 6.739772 0.021501 2.155049  0.104
80 H 5.087256 -0.468019 3.965877  0.104
81 H 2.807246 0.503986 3.870552  0.100

Forces on atoms 1 to 6 (eV/Å):
C 0.204 3.019 -0.159
C -2.125 0.128 -1.572
C 0.491 -1.359 0.726
H -0.042 0.271 -0.043
C 0.352 -0.305 0.025
C 1.048 -1.236 0.943

Computed properties:
Total charge: +1
LUMO level (spin up / spin down): -4.702 / -6.207 eV
Energy above the lowest of the compared OMol25 structures with the same formula, charge and spin: 0.0 kJ/mol



3.
Below is 10 unconnected molecules or ions with the total composition C41H35F12N3O27 at a distorted geometry, with properties calculated with ωB97M-V/def2-TZVPD.

Each line ends with the Löwdin charge.
Element x y z (Å)
1 F 0.315814 -0.411341 -0.863182  0.120
2 C -0.775897 -0.315112 -1.654819  -0.522
3 F -1.094144 -1.505721 -2.182650  0.146
4 F -0.396858 0.475024 -2.718800  0.095
5 C -1.994791 0.393218 -1.006228  -0.017
6 C -3.212690 -0.228554 -1.097517  0.076
7 C -4.392503 0.415664 -0.539554  -0.117
8 C -5.762347 -0.217813 -0.656380  -0.254
9 C -6.419597 -0.770159 0.448351  -0.026
10 C -7.707530 -1.339308 0.409833  -0.034
11 C -8.304222 -1.312052 -0.882845  -0.050
12 C -7.535253 -0.766542 -1.922307  -0.156
13 N -6.322196 -0.229635 -1.873776  0.130
14 C -4.244164 1.631178 0.067360  0.054
15 C -2.987937 2.329473 0.188826  -0.196
16 N -2.999042 3.554673 0.781275  0.141
17 C -1.797957 4.101903 0.803085  -0.108
18 C -0.611184 3.495705 0.281879  -0.094
19 N -0.588581 2.296938 -0.334636  0.144
20 C -1.829818 1.720570 -0.349744  -0.136
21 H -3.314782 -1.214983 -1.597461  0.120
22 H -5.892165 -0.752970 1.414427  0.121
23 H -8.215299 -1.738028 1.289938  0.110
24 H -9.306091 -1.722733 -1.053879  0.105
25 H -8.008212 -0.778419 -2.919932  0.111
26 H -5.162227 2.108156 0.478958  0.122
27 H -1.706650 5.098372 1.258348  0.112
28 H 0.335571 4.043233 0.384831  0.106
29 C 2.776190 1.216010 -2.226146  -0.058
30 C 2.664516 2.689823 -2.088006  -0.316
31 O 3.974935 3.144951 -2.369512  0.147
32 C 4.513302 2.222153 -3.223329  -0.528
33 O 5.486883 2.399823 -3.874736  0.184
34 O 3.775622 1.074008 -3.238088  0.065
35 F 2.338732 3.023968 -0.816847  0.060
36 H 3.118350 0.732849 -1.307705  0.144
37 H 1.834184 0.770769 -2.530812  0.117
38 H 1.957387 3.148345 -2.782434  0.182
39 C -6.030720 6.710791 1.726947  -0.048
40 C -5.867423 6.009164 3.048298  -0.313
41 O -6.716754 4.883119 2.910856  0.146
42 C -6.743594 4.590798 1.582230  -0.545
43 O -7.129601 3.566043 1.124218  0.164
44 O -6.263128 5.617802 0.836859  0.049
45 F -6.315539 6.773978 4.071649  0.081
46 H -6.891952 7.381128 1.712995  0.149
47 H -5.144901 7.271674 1.436543  0.144
48 H -4.849625 5.675079 3.260102  0.174
49 C 1.423088 0.519120 1.768485  -0.063
50 C 1.413624 1.647846 2.764039  -0.307
51 O 1.901337 1.032794 3.944550  0.155
52 C 2.721278 0.030688 3.535389  -0.528
53 O 3.508123 -0.522887 4.234549  0.158
54 O 2.539603 -0.255455 2.221844  0.075
55 F 0.154392 2.093051 2.992608  0.077
56 H 0.513757 -0.082752 1.805851  0.149
57 H 1.567762 0.866133 0.749013  0.102
58 H 2.056475 2.490393 2.499245  0.177
59 C 6.011098 -1.341680 2.754310  -0.056
60 C 6.036845 -1.154857 1.263993  -0.311
61 O 6.980096 -2.124864 0.841077  0.142
62 C 6.921505 -3.134534 1.755635  -0.543
63 O 7.371412 -4.220141 1.585021  0.167
64 O 6.275378 -2.743575 2.883273  0.070
65 F 6.492987 0.077257 0.926282  0.077
66 H 6.796412 -0.775725 3.261237  0.146
67 H 5.048092 -1.080450 3.195955  0.095
68 H 5.079689 -1.337201 0.769753  0.170
69 C 5.220846 -0.342726 -5.624925  -0.064
70 C 6.452712 -0.437600 -6.481640  -0.311
71 O 6.243583 -1.640966 -7.199408  0.134
72 C 4.889766 -1.786631 -7.312589  -0.546
73 O 4.357108 -2.527104 -8.068792  0.179
74 O 4.232914 -0.966316 -6.450046  0.075
75 F 7.571130 -0.567585 -5.727095  0.078
76 H 5.317481 -0.899173 -4.690990  0.148
77 H 4.950670 0.681632 -5.396018  0.107
78 H 6.580122 0.389613 -7.183048  0.176
79 C 6.703521 -2.080480 6.545937  -0.061
80 C 7.647646 -0.969758 6.912844  -0.316
81 O 7.026029 -0.391827 8.042613  0.135
82 C 6.323100 -1.399284 8.647628  -0.539
83 O 5.900611 -1.349602 9.751639  0.188
84 O 6.180554 -2.466707 7.815842  0.079
85 F 7.720594 -0.037745 5.926409  0.067
86 H 5.886472 -1.741692 5.904730  0.137
87 H 7.207322 -2.914653 6.060942  0.143
88 H 8.654291 -1.300232 7.177483  0.175
89 C -6.221049 4.403782 -2.323569  -0.060
90 C -6.906013 5.742508 -2.376061  -0.322
91 O -7.253040 5.865533 -3.740897  0.134
92 C -7.431866 4.589900 -4.203747  -0.543
93 O -7.979611 4.318217 -5.217835  0.183
94 O -6.906501 3.677557 -3.345048  0.077
95 F -6.051110 6.747805 -2.049206  0.066
96 H -5.159556 4.469581 -2.572831  0.148
97 H -6.326373 3.916285 -1.356228  0.116
98 H -7.805652 5.811428 -1.761225  0.174
99 C -4.605819 -4.651054 -4.119239  -0.052
100 C -3.650980 -3.541337 -3.774076  -0.317
101 O -4.266116 -2.936359 -2.648321  0.093
102 C -4.974420 -3.930516 -2.027069  -0.537
103 O -5.392815 -3.858111 -0.921593  0.184
104 O -5.127531 -5.007599 -2.838362  0.081
105 F -3.574551 -2.629920 -4.772306  0.083
106 H -5.420038 -4.313669 -4.763143  0.148
107 H -4.111585 -5.497924 -4.590683  0.143
108 H -2.646304 -3.876054 -3.506363  0.174
109 C 4.705521 -6.500922 2.078228  -0.058
110 C 4.856845 -7.212177 3.393940  -0.315
111 O 3.987134 -8.319807 3.252873  0.133
112 C 3.950831 -8.607911 1.916589  -0.544
113 O 3.542035 -9.622039 1.461959  0.182
114 O 4.451362 -7.581182 1.178702  0.076
115 F 4.423036 -6.443564 4.424544  0.072
116 H 3.855531 -5.815012 2.070347  0.146
117 H 5.602475 -5.953777 1.793126  0.120
118 H 5.868881 -7.564885 3.602682  0.176

Forces on atoms 1 to 6 (eV/Å):
F -0.613 -0.545 -0.313
C -1.067 1.957 -0.620
F 0.493 0.213 0.639
F 0.167 -0.552 0.382
C 0.440 0.010 0.572
C -0.363 0.183 0.125

Computed properties:
LUMO level: -1.465 eV
SMILES: FC(F)(F)c1cc(-c2ccccn2)cc2nccnc12.O=C1OC[C@@H](F)O1.O=C1OC[C@@H](F)O1.O=C1OC[C@@H](F)O1.O=C1OC[C@@H](F)O1.O=C1OC[C@@H](F)O1.O=C1OC[C@@H](F)O1.O=C1OC[C@@H](F)O1.O=C1OC[C@@H](F)O1.O=C1OC[C@@H](F)O1



no.,total energy (Eh)
1,-5675.39466
2,-2942.26376
3,-4977.64116